(1)
The following is a DFT calculation (wB97M-V/def2-TZVPD) of an isolated ion of composition C4H12NO and charge +2.

Structure (ORCA input):
```
! wB97M-V def2-TZVPD RIJCOSX def2/J DEFGRID3
* xyz 2 2
C -1.20247 1.34599 0.85185
C -0.01306 0.89772 -0.01267
C -0.27443 -0.45090 -0.68774
C -0.65456 -1.74412 0.25186
O 0.79063 -0.83361 -1.41826
N 1.24641 0.78338 0.88763
H -1.99598 0.61461 0.99498
H -0.89941 1.54883 1.87132
H -1.63054 2.28024 0.50245
H 0.21907 1.64188 -0.76965
H -1.19289 -0.43704 -1.30512
H -1.57218 -1.41699 0.74947
H -0.95916 -2.57561 -0.38278
H 0.16862 -1.95932 0.93077
H 0.56311 -1.49079 -2.12172
H 1.74889 -0.08059 0.67852
H 1.96665 1.48938 0.68573
H 1.02905 0.81466 1.88580
*
```

Results
LUMO energy (alpha / beta)	-0.28282 / -0.51729	Ha
⟨S²⟩	0.755

(2)
The following is a DFT calculation (wB97M-V/def2-TZVPD) of a 2-piece molecular cluster, CH3ClNO2S overall.

Structure (ORCA input):
```
! wB97M-V def2-TZVPD RIJCOSX def2/J DEFGRID3
* xyz -1 1
C -1.14306 -0.07921 -0.02552
N -0.52490 -1.14413 -0.67863
O 2.79530 0.89475 -1.10637
O 1.23703 1.28118 0.74168
S 2.04780 0.33888 0.03538
Cl -0.39099 -2.44981 0.56378
H -2.20133 0.02194 0.03341
H -0.84006 0.20203 0.96769
H -0.97979 0.93438 -0.53141
*
```

Results
LUMO energy (alpha / beta)	0.12487 / 0.12480	Ha

For the records above, the corresponding ΔE to the lowest compared entry with this formula, charge and spin values read 117.39; 264.68 kJ/mol.